Below is a cluster of 2 separate species, C27H26N2O3S in total, with properties calculated with ωB97M-V/def2-TZVPD.

The geometry in XYZ format:
```
59
C27H26N2O3S | the OMol25 dataset | ωB97M-V/def2-TZVPD
C -0.05 -3.75 -1.11
O -0.87 -2.74 -1.72
C -0.60 -2.34 -2.98
C 0.29 -2.97 -3.86
C 0.50 -2.41 -5.13
C -0.21 -1.29 -5.57
C -1.13 -0.68 -4.69
O -1.89 0.41 -4.97
C -1.88 0.98 -6.30
C -1.27 -1.18 -3.39
N -2.17 -0.52 -2.49
C -1.91 -0.10 -1.21
C -0.59 -0.08 -0.58
C -0.53 0.48 0.80
C -0.22 -0.26 1.87
C -0.22 0.23 3.24
C -0.01 -0.66 4.32
C -0.02 -0.22 5.63
C -0.26 1.14 5.91
C -0.47 2.04 4.86
C -0.44 1.60 3.54
O 0.41 -0.47 -1.20
N -3.07 0.40 -0.72
C -3.34 0.99 0.58
C -4.06 0.31 -1.69
C -3.52 -0.27 -2.76
H -0.46 -3.88 -0.10
H -0.11 -4.69 -1.67
H 0.99 -3.41 -1.05
H 0.82 -3.88 -3.56
H 1.20 -2.90 -5.81
H -0.06 -0.89 -6.58
H -2.62 1.78 -6.26
H -0.89 1.39 -6.54
H -2.17 0.23 -7.05
H -0.62 1.57 0.83
H 0.02 -1.32 1.73
H 0.14 -1.71 4.08
H 0.15 -0.92 6.45
H -0.25 1.50 6.94
H -0.66 3.10 5.06
H -0.57 2.31 2.72
H -4.42 1.20 0.57
H -3.12 0.29 1.40
H -2.81 1.94 0.72
H -5.06 0.68 -1.51
H -3.97 -0.49 -3.71
S 2.10 2.40 0.87
C 3.36 2.00 1.87
C 4.09 0.79 1.67
C 5.05 0.39 2.59
C 5.34 1.20 3.70
C 4.69 2.43 3.87
C 3.73 2.85 2.96
H 3.85 0.19 0.79
H 5.57 -0.55 2.44
H 6.09 0.88 4.42
H 4.93 3.07 4.72
H 3.22 3.80 3.05
```

- ΔE to the lowest compared entry with this formula, charge and spin: 3.996 eV
- Orbital gap: 0.122 Eh
- Multiplicity: 1



Below is a structure of composition C11H27O17Y2, with properties calculated with ωB97M-V/def2-TZVPD.

The geometry in XYZ format:
```
57
C11H27O17Y2 | the OMol25 dataset | ωB97M-V/def2-TZVPD
Y 0.11 -2.02 -4.18
Y -3.68 1.40 -2.86
O -1.41 -1.07 0.16
C -1.47 -0.81 -1.15
O -2.04 0.25 -1.47
O -0.80 -1.50 -1.99
H -0.68 -1.68 0.27
O -3.16 4.23 0.21
C -3.37 3.50 -0.88
O -4.48 3.02 -1.18
O -2.44 3.15 -1.67
H -2.23 4.37 0.06
O 3.93 -0.45 -3.45
C 2.72 -0.97 -3.70
O 2.32 -1.39 -4.81
O 1.85 -0.97 -2.88
H 3.87 -0.21 -2.53
C 3.84 -0.32 1.12
C 2.98 -1.59 0.92
O 1.59 -1.18 0.65
O 4.25 0.18 -0.19
H 4.68 -0.65 1.72
H 3.40 0.49 1.70
H 2.86 -2.16 1.85
H 3.40 -2.25 0.16
H 1.59 -0.38 0.12
H 3.80 1.03 -0.26
C 0.05 -4.38 0.86
C -0.73 -5.63 1.37
O -2.01 -5.13 1.64
O -0.09 -3.34 1.77
H -0.29 -4.14 -0.15
H 1.12 -4.54 0.69
H -0.17 -6.06 2.20
H -0.71 -6.26 0.48
H -1.83 -4.33 2.14
H 0.38 -2.57 1.43
C -3.55 2.50 2.90
C -3.38 1.00 2.69
O -3.40 0.75 1.25
O -4.91 2.92 2.75
H -2.80 2.89 2.21
H -3.26 2.59 3.94
H -4.11 0.45 3.29
H -2.40 0.61 2.98
H -2.54 0.76 0.82
H -5.13 3.06 1.82
C 2.30 3.41 -1.51
C 1.37 2.12 -1.61
O 0.71 1.69 -0.41
O 3.50 3.02 -0.90
H 1.88 4.36 -1.17
H 2.67 3.83 -2.45
H 1.90 1.21 -1.87
H 0.50 2.31 -2.25
H -0.19 1.40 -0.59
H 3.71 3.51 -0.10
```

- Net charge: +2
- Orbital gap (alpha / beta): 0.149 / 0.179 Eh
- Multiplicity: 2



Below is a structure of composition C20H22N2O, with properties calculated with ωB97M-V/def2-TZVPD.

The geometry in XYZ format:
```
45
C20H22N2O | the OMol25 dataset | ωB97M-V/def2-TZVPD
C -0.54 -1.48 -2.32
H -0.23 -2.06 -1.54
H -1.22 -2.17 -3.11
H 0.20 -0.88 -2.89
C -1.62 -0.17 -1.75
N -0.69 0.61 -0.91
C -0.34 0.31 0.38
C -0.97 -0.90 0.78
C -0.31 -1.46 1.90
C -0.80 -2.69 2.58
C -1.76 -3.50 1.80
C -2.40 -2.82 0.66
C -2.07 -1.48 0.35
C -2.59 -1.16 -0.99
H -3.16 -1.75 -1.61
H -3.22 -0.35 -0.59
H -3.26 -3.31 0.52
H -2.11 -4.30 2.45
H -0.39 -3.21 3.33
H 0.64 -1.13 2.47
C 0.22 1.41 0.96
H 1.04 0.75 1.78
C -0.78 2.08 1.70
O -0.82 3.26 1.60
N -1.68 1.53 2.39
H -2.37 1.94 3.14
H -1.50 0.63 2.89
C 1.07 2.11 0.02
C 2.31 1.40 -0.46
C 3.24 0.84 0.30
C 4.16 0.03 -0.49
C 4.08 -0.07 -1.81
C 3.08 0.31 -2.50
C 2.13 1.26 -1.81
H 1.35 1.62 -2.43
H 3.03 -0.01 -3.66
H 4.76 -0.71 -2.32
H 5.15 -0.50 0.34
H 3.32 1.04 1.25
H 0.63 2.60 -0.68
H 1.58 2.92 0.95
C -1.90 0.31 -2.88
H -2.70 1.27 -2.49
H -2.69 -0.10 -3.47
H -1.33 0.97 -3.63
```

- ΔE to the lowest compared entry with this formula, charge and spin: 15.423 eV
- Orbital gap: 0.294 Eh
- Multiplicity: 1



Below is a structure of composition C11H9BCl6F2GeNO2SnTe, with properties calculated with ωB97M-V/def2-TZVPD.

The geometry in XYZ format:
```
35
C11H9BCl6F2GeNO2SnTe | the OMol25 dataset | ωB97M-V/def2-TZVPD
Sn 8.27 13.98 7.15
C 10.53 16.26 5.05
Te 9.05 14.51 4.57
C 7.69 16.31 4.16
C 8.26 17.45 4.92
C 7.46 18.54 5.38
C 8.05 19.56 6.11
C 9.46 19.54 6.42
C 10.21 18.42 6.03
C 9.65 17.37 5.33
H 11.10 16.34 4.12
H 11.21 15.92 5.84
H 6.70 15.96 4.46
H 7.69 16.43 3.10
H 6.37 18.51 5.28
H 7.44 20.44 6.33
H 9.89 20.34 6.96
H 11.22 18.30 6.43
Cl 4.10 10.36 6.14
C 5.60 10.86 5.23
Cl 6.69 9.47 5.06
Cl 5.10 11.40 3.63
C 6.30 12.01 5.93
O 5.48 13.03 6.00
O 7.49 11.96 6.35
N 5.52 15.32 6.53
C 6.16 14.21 6.48
H 4.50 15.10 6.75
Cl 12.83 8.67 6.08
Ge 9.96 7.00 5.42
Cl 9.93 6.10 3.36
Cl 8.75 6.12 7.09
F 12.14 10.74 4.51
B 11.73 10.00 5.56
F 10.45 10.19 5.96
```

- ΔE to the lowest compared entry with this formula, charge and spin: 1.718 eV
- Orbital gap (alpha / beta): 0.132 / 0.256 Eh
- Multiplicity: 2